Model one:
Below is a 3-piece molecular cluster, C4H11NO overall, with properties calculated with the ωB97M-V functional and the def2-TZVPD basis.

HOMO-LUMO gap in eV: 3.6
HOMO energy in eV: -8.2

```
17
Properties=species:S:1:pos:R:3:mulliken_charge:R:1
C 0.6073 -1.0372 -1.7505 -0.8571
N -0.2388 2.3822 -0.7306 -0.3718
C -0.6845 1.4759 0.3311 -0.3741
C 0.4960 -0.1050 1.8665 -0.4950
C 0.4819 1.0296 1.1413 -0.1119
H -0.0301 -0.4588 -1.0948 -0.0199
H 1.6074 -0.6448 -1.6757 0.2751
H 0.5128 -2.0574 -1.3362 0.2693
H 0.2751 -1.0305 -2.8213 0.3082
H -1.4081 2.0677 1.0163 0.3106
H -1.2755 0.6273 0.0163 0.4383
H 1.1963 -0.2441 2.7116 0.2964
H -0.1377 -1.0025 1.5116 0.1644
H 1.3382 1.7050 1.0822 0.3867
H -1.3255 -2.6695 0.8498 0.2036
H -0.6777 2.0508 -1.5795 0.3119
O -0.7371 -2.0886 0.4620 -0.7347
```


Model two:
Below is a 2-piece molecular cluster, C4H11NO overall, with properties calculated with the ωB97M-V functional and the def2-TZVPD basis.

HOMO-LUMO gap in eV: 8.8
SMILES string: CC/C=C/N.O
HOMO energy in eV: -7.9

```
17
Properties=species:S:1:pos:R:3:mulliken_charge:R:1
C -1.9188 0.4163 -1.3602 -1.0283
C -0.3805 0.4511 -1.1398 -0.6513
C 0.1334 -0.6827 -0.2785 -0.2848
C -0.0521 -0.6844 1.0334 -0.1495
N 0.4560 -1.6036 1.9661 -0.5957
H -2.3784 -0.0900 -0.5233 0.3250
H -2.1264 -0.1581 -2.2600 0.2841
H -2.3088 1.4060 -1.5928 0.3034
H 0.0895 0.4044 -2.1150 0.4168
H -0.0720 1.4017 -0.7091 0.2869
H 0.7809 -1.3872 -0.7875 0.2944
H -0.6658 0.1014 1.4624 0.3040
H -0.0971 -1.6061 2.8143 0.2568
H 0.4986 -2.5479 1.5964 0.2362
O 2.4563 1.3727 0.3238 -0.6022
H 2.8643 0.9135 1.0734 0.3102
H 2.7209 2.2930 0.4966 0.2940
```


The structure with the greatest stability is model two.


Model one:
Below is a 2-piece molecular cluster, C4H11NO overall, with properties calculated with the ωB97M-V functional and the def2-TZVPD basis.

HOMO-LUMO gap in eV: 9.7
SMILES string: C=CCNC.O
HOMO energy in eV: -8.6

```
17
Properties=species:S:1:pos:R:3:mulliken_charge:R:1
C -0.3737 -1.6801 -0.5373 -0.6449
C -0.4401 -0.3549 -0.5865 -0.2346
C -0.8300 0.5010 0.5834 -0.5014
N -1.8974 1.4221 0.2699 -0.3303
C -3.1748 0.7887 0.0240 -0.8276
H -0.1277 -2.2768 -1.4103 0.2663
H -0.7200 -2.2284 0.3381 0.2304
H -0.4123 0.1279 -1.5532 0.3469
H 0.0558 1.0796 0.8343 0.3210
H -1.0264 -0.1511 1.4271 0.3011
H -1.9069 2.2560 0.8233 0.2131
H -3.0531 -0.0744 -0.6330 0.2791
H -3.8592 1.5374 -0.3755 0.2987
H -3.6534 0.3805 0.9355 0.2824
O 6.9739 -0.4540 -0.3610 -0.6444
H 7.0737 0.3481 0.1738 0.3235
H 7.3715 -1.2218 0.0475 0.3208
```


Model two:
Below is a 2-piece molecular cluster, C4H11NO overall, with properties calculated with the ωB97M-V functional and the def2-TZVPD basis.

HOMO-LUMO gap in eV: 8.5
SMILES string: CC/C=C/N.O
HOMO energy in eV: -7.5

```
17
Properties=species:S:1:pos:R:3:mulliken_charge:R:1
C -1.9652 -1.4405 -2.3211 -1.0503
C -2.3427 -0.3006 -1.3177 -0.3256
C -1.0926 0.1265 -0.6005 -0.5436
C -0.8675 0.1583 0.7246 -0.0742
N 0.4484 0.0539 1.1775 -0.5424
H -1.1010 -2.0510 -1.9168 0.2798
H -1.4662 -0.8514 -3.1063 0.2767
H -2.6656 -2.1248 -2.7739 0.3253
H -2.6436 0.5507 -1.9355 0.2415
H -3.0817 -0.5995 -0.5784 0.3201
H -0.2481 0.3310 -1.2285 0.3329
H -1.4153 0.5632 1.5765 0.3248
H 0.5981 -0.3273 2.1004 0.2257
H 1.1503 -0.3678 0.5757 0.2099
O 5.5403 1.8116 2.9476 -0.6408
H 6.0133 2.6429 2.8542 0.3201
H 5.1390 1.8247 3.8222 0.3201
```


Model three:
Below is a 2-piece molecular cluster, C4H11NO overall, with properties calculated with the ωB97M-V functional and the def2-TZVPD basis.

HOMO-LUMO gap in eV: 11.0
SMILES string: CCCO.C=N
HOMO energy in eV: -9.9

```
17
Properties=species:S:1:pos:R:3:mulliken_charge:R:1
C 1.2157 0.9501 0.5051 -1.0235
C 0.1040 0.8900 -0.5053 -0.1836
C -1.2770 1.0891 0.1125 -0.6258
O -2.3257 0.6358 -0.7247 -0.5192
H 1.0896 1.7505 1.2301 0.3369
H 2.1860 1.0701 0.0282 0.3142
H 1.2687 -0.0693 0.9991 0.1232
H 0.2675 1.5974 -1.3228 0.3515
H 0.1149 -0.2009 -0.9116 0.3556
H -1.4283 2.1456 0.3804 0.3437
H -1.3657 0.4916 1.0250 0.2901
H -2.2515 1.0816 -1.5764 0.3144
C 0.8259 -2.2805 0.3821 -0.3752
N 0.1549 -2.0236 -0.6695 -0.5783
H 0.4000 -2.5890 1.3417 0.2773
H 1.8817 -2.5033 0.2549 0.3322
H -0.8608 -2.0352 -0.5489 0.2664
```


The structure with the greatest stability is model one.


Model one:
Below is a 2-piece molecular cluster, C4H11NO overall, with properties calculated with the ωB97M-V functional and the def2-TZVPD basis.

HOMO-LUMO gap in eV: 10.5
SMILES string: CC(C)N.C=O
HOMO energy in eV: -9.6

```
17
Properties=species:S:1:pos:R:3:mulliken_charge:R:1
C -1.6660 0.6055 1.3604 -1.3893
C -0.5203 0.0005 0.5510 0.5729
C -0.6290 -1.5065 0.4473 -1.3687
N -0.4173 0.5606 -0.8042 -0.6063
H -1.6866 0.2358 2.3824 0.3688
H -1.5929 1.6924 1.3571 0.3571
H -2.6073 0.3362 0.8800 0.3264
H 0.4304 0.2320 1.0342 0.2205
H 0.2082 -1.8924 -0.1350 0.3296
H -0.5439 -1.9569 1.4339 0.3762
H -1.5568 -1.8285 -0.0236 0.3368
H -0.3909 1.5747 -0.7601 0.2407
H -1.2624 0.3467 -1.3276 0.2466
C 3.0528 0.4071 -1.5955 -0.0401
O 3.3883 -0.6564 -2.0290 -0.3912
H 2.6408 1.1973 -2.2467 0.2222
H 3.1527 0.6518 -0.5245 0.1977
```


Model two:
Below is a 2-piece molecular cluster, C4H11NO overall, with properties calculated with the ωB97M-V functional and the def2-TZVPD basis.

HOMO-LUMO gap in eV: 10.7
SMILES string: CC(N)=O.CC
HOMO energy in eV: -9.9

```
17
Properties=species:S:1:pos:R:3:mulliken_charge:R:1
C -1.0939 1.7973 2.1167 -1.0574
C -0.2235 1.4780 0.9411 0.5716
N 1.1548 1.4446 1.1566 -0.3904
O -0.6199 1.2692 -0.1827 -0.6059
H -1.6158 2.6071 1.7433 0.2977
H -0.7533 1.4714 3.0015 0.4425
H -1.8500 1.0419 2.1647 0.3163
H 1.7937 0.9804 0.5543 0.2247
H 1.5826 1.5661 2.0747 0.2014
C 0.6953 -3.0402 -1.4193 -0.6910
C -0.1099 -2.2563 -2.3930 -0.8808
H 1.7208 -3.2038 -1.9731 0.1932
H 1.0087 -2.5583 -0.4219 0.2373
H 0.3135 -4.0492 -1.4465 0.2694
H -0.8610 -1.6269 -1.9497 0.2766
H 0.4839 -1.4676 -2.7594 0.2702
H -0.5554 -2.9000 -3.0963 0.3246
```


The structure with the greatest stability is model one.


Model one:
Below is a 2-piece molecular cluster, C4H11NO overall, with properties calculated with the ωB97M-V functional and the def2-TZVPD basis.

HOMO-LUMO gap in eV: 10.4
SMILES string: C=CO.CCN
HOMO energy in eV: -9.4

```
17
Properties=species:S:1:pos:R:3:mulliken_charge:R:1
C 0.3240 -0.7564 1.9880 -0.6111
C -0.8604 -0.5325 2.5544 0.0787
O -2.0459 -1.0194 2.0376 -0.4970
H 1.2067 -0.4548 2.5326 0.2378
H 0.4200 -1.2068 1.0139 0.1410
H -1.0311 -0.1670 3.5734 0.3311
H -1.8369 -1.9488 1.8859 0.3130
C 1.9194 1.0701 -2.4654 -1.0296
C 0.5521 1.2834 -1.8032 -0.3032
N -0.1833 0.0012 -1.6564 -0.5547
H 2.4159 0.2113 -2.0036 0.2995
H 2.5522 1.9494 -2.5403 0.3276
H 1.7364 0.7424 -3.4971 0.2691
H -0.0817 1.9691 -2.3697 0.3214
H 0.6770 1.6761 -0.8008 0.2622
H 0.5243 -0.6801 -1.4006 0.1792
H -0.5180 -0.3365 -2.5561 0.2349
```


Model two:
Below is a 2-piece molecular cluster, C4H11NO overall, with properties calculated with the ωB97M-V functional and the def2-TZVPD basis.

HOMO-LUMO gap in eV: 10.7
SMILES string: CC(N)=O.CC
HOMO energy in eV: -10.0

```
17
Properties=species:S:1:pos:R:3:mulliken_charge:R:1
C 2.7340 -1.0858 0.5195 -1.0984
C 1.3468 -1.6747 0.3487 0.7336
N 0.8707 -1.4438 -0.9111 -0.3979
O 0.6261 -1.9237 1.2896 -0.5913
H 2.8202 -0.0008 0.3768 0.2900
H 3.4346 -1.4923 -0.2059 0.3415
H 3.0880 -1.2449 1.5274 0.3143
H -0.1050 -1.6348 -1.0879 0.2358
H 1.3710 -1.1570 -1.7307 0.1697
C -2.1755 0.7074 -0.2039 -0.5364
C -1.9581 2.1710 0.1810 -0.9368
H -2.9054 0.6070 -0.9856 0.3543
H -1.2833 0.4017 -0.7142 -0.0018
H -2.1891 0.1213 0.7247 0.2747
H -1.3636 2.2476 1.0778 0.2985
H -2.9610 2.6197 0.2867 0.2615
H -1.3503 2.7818 -0.4928 0.2888
```


The structure with the greatest stability is model two.


Model one:
Below is a 2-piece molecular cluster, CHFO2 overall, with properties calculated with the ωB97M-V functional and the def2-TZVPD basis.

HOMO-LUMO gap in eV: 12.4
HOMO energy in eV: -11.6

```
5
Properties=species:S:1:pos:R:3:mulliken_charge:R:1
C -1.2147 -0.3295 -0.4977 0.0138
O -1.8208 0.3887 0.0877 -0.0754
O 1.3255 -0.3152 0.4026 -0.2229
F 1.1683 0.9277 -0.1028 -0.1126
H 0.5418 -0.6717 0.1102 0.3971
```


Model two:
Below is one molecule with the formula CHFO2, with properties calculated with the ωB97M-V functional and the def2-TZVPD basis.

HOMO-LUMO gap in eV: 12.6
SMILES string: FC1OO1
HOMO energy in eV: -11.7

```
5
Properties=species:S:1:pos:R:3:mulliken_charge:R:1
F -0.1575 1.4308 -0.0507 -0.2820
C 0.1343 -0.0069 -0.0575 0.4784
O -0.5999 -0.7426 0.6701 -0.1945
O -0.6388 -0.8176 -0.7379 -0.2376
H 1.2619 0.1364 0.1761 0.2356
```


Model three:
Below is a 2-piece molecular cluster, CHFO2 overall, with properties calculated with the ωB97M-V functional and the def2-TZVPD basis.

HOMO-LUMO gap (alpha / beta) in eV: 9.5 / 11.5
HOMO energy (alpha / beta) in eV: -11.4 / -11.2

```
5
Properties=species:S:1:pos:R:3:mulliken_charge:R:1
C 0.1107 -0.1602 -0.2658 0.4804
O 1.0098 -0.8903 -1.0990 -0.1902
O 0.6744 -1.2192 0.2645 -0.1710
F 0.4758 1.1244 0.0728 -0.1509
H -2.2707 1.1452 1.0275 0.0317
```


The structure with the greatest stability is model one.


Model one:
Below is C5H10OS as an isolated structure, with properties calculated with the ωB97M-V functional and the def2-TZVPD basis.

HOMO-LUMO gap in eV: 9.0
HOMO energy in eV: -8.3

```
17
Properties=species:S:1:pos:R:3:mulliken_charge:R:1
C 2.6958 0.1347 0.2717 -0.4679
C 0.7267 -1.3280 -0.1521 -0.2926
C -0.2423 -0.5175 -0.4703 0.6195
C -0.1113 0.9884 -0.7759 -1.3684
C -2.7901 -0.2032 0.7624 -0.6715
H 2.2639 0.3281 1.6366 0.2460
H 2.2470 1.0824 -0.5709 0.1428
H 3.8688 -0.0679 0.0106 0.2367
H 0.4841 -2.3768 -0.2623 0.3441
H 0.7289 1.4736 -1.3142 0.3990
H -0.2195 1.4998 0.2623 0.3097
H -1.0241 1.2540 -1.4885 0.3127
H -2.6414 -0.9796 1.6884 0.2433
H -2.4012 0.9475 0.9575 0.2118
H -4.0318 0.0205 0.3060 0.2674
O 2.2023 -1.3251 -0.2027 -0.3411
S -1.7559 -0.9311 -0.6586 -0.1913
```


Model two:
Below is a 2-piece molecular cluster, C5H10OS overall, with properties calculated with the ωB97M-V functional and the def2-TZVPD basis.

HOMO-LUMO gap in eV: 8.9
SMILES string: C=C=CC.CSO
HOMO energy in eV: -8.2

```
17
Properties=species:S:1:pos:R:3:mulliken_charge:R:1
C -1.3120 -0.9740 -1.9332 -0.7403
C -1.1157 -1.3496 -0.7437 0.2330
C -0.9598 -1.5701 0.5095 -0.1577
C -1.1361 -0.5503 1.5921 -0.7653
H -0.6078 -0.7247 -2.7697 0.2514
H -2.2843 -0.8783 -2.3563 0.2248
H -0.7601 -2.6588 0.8298 0.2514
H -2.0621 -0.0110 1.3476 0.2634
H -0.3484 0.1987 1.6224 0.1040
H -1.2803 -0.9254 2.5776 0.3469
C 2.2709 0.5061 0.2370 -0.7695
S 1.0316 1.3123 -0.8884 0.0795
O 0.7207 2.8387 -0.1780 -0.4761
H 2.0954 0.9737 1.2022 0.2460
H 3.1751 0.8365 -0.3261 0.3377
H 1.8682 -0.4313 0.2443 0.2542
H 0.7046 3.4076 -0.9671 0.3166
```


Model three:
Below is C5H10OS as an isolated structure, with properties calculated with the ωB97M-V functional and the def2-TZVPD basis.

HOMO-LUMO gap in eV: 9.0
HOMO energy in eV: -8.8

```
17
Properties=species:S:1:pos:R:3:mulliken_charge:R:1
C -1.6199 -0.0046 1.1959 -0.9807
C -1.7526 0.4443 -0.3014 -0.2176
C 0.8042 -0.5936 -0.2319 0.1818
C 1.1119 -1.3980 0.8591 -0.6811
C 1.8512 0.3370 -1.0381 -0.3467
H -2.3419 0.6406 1.8886 0.3094
H -2.0638 -0.9596 1.2709 0.2872
H -0.3676 0.0636 1.4014 0.2435
H -1.5747 1.7551 -0.2878 0.2587
H -2.6851 -0.0812 -1.1060 0.2282
H 0.2073 -1.9535 1.5716 0.2128
H 2.0123 -1.4190 1.2939 0.3878
H 2.9924 0.6160 -0.5946 0.2521
H 2.1382 -0.2444 -1.9168 0.2479
H 0.3260 1.6897 -1.5101 0.3271
O 1.4802 1.6370 -1.2897 -0.5049
S -0.5180 -0.5293 -1.2051 -0.2056
```


The structure with the greatest stability is model two.


Model one:
Below is C5H5NO3 as an isolated structure, with properties calculated with the ωB97M-V functional and the def2-TZVPD basis.

HOMO-LUMO gap in eV: 10.2
HOMO energy in eV: -9.9

```
14
Properties=species:S:1:pos:R:3:mulliken_charge:R:1
C 1.4560 -0.5597 0.0815 0.2507
C 1.7496 1.1193 0.0311 -0.4120
C -0.3557 0.5845 -0.3645 0.1666
C -0.0570 -0.7287 0.3463 0.0815
C -1.7793 0.0111 -0.1403 0.3186
H 2.0455 1.4547 1.1283 0.2380
H 2.7629 1.4102 -0.5138 0.2895
H -0.1411 0.4628 -1.4652 0.3616
H -0.2908 -0.7049 1.4598 0.2784
H -1.5604 -2.1358 0.2462 0.3251
N -1.2332 -1.3160 -0.3539 -0.4448
O 2.3520 -1.3180 -0.0197 -0.4709
O 0.4825 1.6891 -0.0102 -0.4353
O -2.8677 0.3996 0.2671 -0.5470
```


Model two:
Below is C5H5NO3 as an isolated structure, with properties calculated with the ωB97M-V functional and the def2-TZVPD basis.

HOMO-LUMO gap in eV: 8.5
HOMO energy in eV: -9.1

```
14
Properties=species:S:1:pos:R:3:mulliken_charge:R:1
C -1.9637 -0.6910 -0.1420 -1.1188
C 1.2369 0.7928 -0.0297 0.3010
C 0.4370 -0.1257 0.6657 0.3233
C -0.9907 0.4314 0.0492 0.8518
O 1.1994 2.1259 0.0519 -0.5152
O 0.6672 -1.4027 0.6649 -0.5911
C 2.4376 0.1877 -0.5599 0.1505
O -1.3358 1.5901 0.1303 -0.6313
N 2.9633 -0.8657 -0.6034 -0.5643
H 0.2617 2.3991 0.1821 0.4162
H 1.7695 -1.5807 0.1689 0.4189
H -1.4761 -1.6499 -0.2872 0.3165
H -2.6270 -0.7456 0.7211 0.2857
H -2.5794 -0.4658 -1.0120 0.3570
```


The structure with the greatest stability is model two.


Model one:
Below is a 3-piece molecular cluster, C2H10N2O2 overall, with properties calculated with the ωB97M-V functional and the def2-TZVPD basis.

HOMO-LUMO gap in eV: 8.6
SMILES string: N/C=C/N.O.O
HOMO energy in eV: -7.9

```
16
Properties=species:S:1:pos:R:3:mulliken_charge:R:1
N -0.1351 -0.8048 -1.3975 -0.5818
C -0.3605 0.5278 -0.8890 -0.6280
C 0.4755 1.5610 -0.9950 0.0876
N 0.2872 2.8403 -0.4886 -0.4513
H 0.4374 -0.7525 -2.2381 0.2469
H 0.4590 -1.3130 -0.7457 0.2177
H -1.2962 0.6619 -0.3562 0.4220
H 1.3970 1.4446 -1.5639 0.2834
H -0.6239 3.0352 -0.1122 0.1859
H 0.7740 3.5934 -0.9312 0.2134
O 0.3628 -3.0460 0.6157 -0.6365
H -0.2690 -3.7678 0.5566 0.3242
H -0.0815 -2.3725 1.1506 0.3671
O -0.3227 -0.8931 2.4288 -0.6940
H -0.8856 -0.5747 3.1403 0.3129
H -0.2184 -0.1396 1.8253 0.3305
```


Model two:
Below is a 2-piece molecular cluster, C2H10N2O2 overall, with properties calculated with the ωB97M-V functional and the def2-TZVPD basis.

HOMO-LUMO gap in eV: 9.9
SMILES string: NCO.NCO
HOMO energy in eV: -9.1

```
16
Properties=species:S:1:pos:R:3:mulliken_charge:R:1
N 0.9964 -2.1660 0.4866 -0.5468
C 1.4060 -2.6752 1.7410 -0.2778
O 2.0378 -1.6708 2.5937 -0.5587
H 0.2138 -1.5342 0.5893 0.2434
H 0.6860 -2.9730 -0.0431 0.2379
H 0.6168 -2.9881 2.4228 0.2457
H 2.1386 -3.4793 1.7127 0.3565
H 2.9726 -1.5582 2.3683 0.3007
N -0.5732 2.9162 -1.3534 -0.4872
C -1.7084 1.9916 -1.2706 -0.1258
O -2.6763 2.5455 -2.1576 -0.5433
H 0.2668 2.5051 -0.9798 0.1794
H -0.6934 3.8875 -1.1380 0.1796
H -1.2618 1.0930 -1.7060 0.2092
H -2.0030 1.8747 -0.2287 0.2549
H -2.4188 2.2314 -3.0373 0.3325
```


The structure with the greatest stability is model one.